(1)
This record from the OMol25 dataset describes a structure of composition C22H47BGeN9O3Rb. The level of theory is the ωB97M-V functional and the def2-TZVPD basis.

Each line ends with the Löwdin charge.
Element x y z (Å)
Rb  0.23580  -0.26513  0.33826  0.896
N  1.24097  3.27264  0.27216  0.012
C  -0.06359  3.58413  -0.33326  -0.279
C  -0.13532  3.19458  -1.80148  -0.249
N  -0.46617  1.79222  -1.95284  -0.081
C  -0.57141  1.29884  -3.30707  -0.249
C  -1.16599  -0.10471  -3.30582  -0.274
N  -0.34025  -1.01662  -2.53153  -0.027
H  1.43173  2.27356  0.25674  0.001
H  1.17075  3.45403  1.26954  0.062
H  -0.19460  4.66895  -0.25574  0.097
H  -0.89765  3.10417  0.19862  0.089
H  0.80823  3.47540  -2.30740  0.108
H  -0.93985  3.76530  -2.27968  0.108
H  0.19868  1.21107  -1.46537  -0.015
H  0.39891  1.29559  -3.84012  0.113
H  -1.23529  1.96724  -3.86854  0.110
H  -1.32783  -0.42770  -4.34836  0.098
H  -2.13926  -0.05932  -2.81447  0.106
H  0.53561  -1.26912  -2.97226  0.058
H  -0.83674  -1.85352  -2.25794  0.063
C  4.54588  -0.78893  3.07613  -0.042
N  3.28918  -0.48088  3.72996  -0.145
C  3.00932  -1.24271  4.92638  -0.063
C  2.29667  0.07982  2.97049  -0.421
O  2.50618  0.46791  1.83233  -0.023
C  0.91011  0.18810  3.61408  -0.202
O  0.05536  0.82367  2.73683  -0.285
C  -1.38640  0.58445  3.02074  -0.198
C  -2.21913  1.06909  1.88250  -0.334
O  -2.31748  0.02454  0.86536  -0.475
N  -3.60746  1.35945  2.35057  -0.224
C  -3.64329  2.40738  3.34859  -0.172
C  -4.36411  1.84535  1.20865  -0.147
H  5.37589  -0.55039  3.74717  0.081
H  4.62299  -0.20732  2.16125  0.074
H  4.59170  -1.85077  2.80959  0.082
H  3.90327  -1.25307  5.55385  0.082
H  2.74158  -2.27772  4.68445  0.084
H  2.20224  -0.79392  5.49984  0.077
H  1.00183  0.72407  4.57767  0.130
H  0.56265  -0.83136  3.85871  0.131
H  -1.60662  1.10037  3.95841  0.096
H  -1.48225  -0.50847  3.16466  0.087
H  -3.24627  2.07938  4.30956  0.055
H  -4.68105  2.71317  3.51105  0.064
H  -3.05313  3.29015  3.01808  0.072
H  -4.30233  1.13116  0.39290  0.062
H  -3.93920  2.80246  0.84127  0.072
H  -5.41264  1.98980  1.49188  0.067
B  3.34949  -2.84939  -1.29735  -0.442
N  2.67726  -3.27767  0.04525  -0.098
C  3.26707  -3.84543  1.10986  -0.140
C  2.32774  -3.97662  2.11680  -0.106
C  1.16066  -3.43867  1.54986  -0.195
N  1.38419  -3.02675  0.30767  0.007
N  3.74215  -1.34465  -1.26068  -0.096
C  4.89089  -0.83350  -0.78652  -0.137
C  4.82949  0.54277  -0.85852  -0.099
C  3.56278  0.78228  -1.41070  -0.197
N  2.91653  -0.35161  -1.65129  0.051
H  4.38593  -3.48616  -1.37328  0.057
H  2.58633  -3.04246  -2.20821  0.052
H  4.30843  -4.12097  1.05896  0.103
H  2.45828  -4.41534  3.09265  0.072
H  0.17082  -3.32879  1.97213  0.094
H  5.66618  -1.49711  -0.43763  0.105
H  5.57179  1.26050  -0.55269  0.076
H  3.08732  1.72820  -1.62677  0.087
C  -4.04783  -4.12654  0.86734  -0.246
Ge  -4.06161  -2.18755  0.46219  0.730
C  -5.80697  -1.49883  1.11350  -0.243
C  -4.28974  -2.14640  -1.54317  -0.246
C  -2.56304  -1.36996  1.26333  -0.393
H  -4.97281  -4.59425  0.52161  -0.007
H  -3.94730  -4.27370  1.94262  -0.003
H  -3.20701  -4.61285  0.37047  0.000
H  -6.58852  -2.25081  0.95664  -0.009
H  -6.09724  -0.59169  0.58420  -0.010
H  -5.73160  -1.26176  2.17415  0.003
H  -5.19475  -2.69193  -1.83718  -0.013
H  -3.43734  -2.61361  -2.04279  -0.011
H  -4.37947  -1.12182  -1.90876  -0.010
H  -1.67207  -1.97811  0.98778  -0.069

Calculated values
Total charge: -2
Multiplicity: 1
Gap between HOMO and LUMO, eV: 3.05
ΔE to the lowest compared entry with this formula, charge and spin, kJ/mol: 181.37

***

(2)
This record from the OMol25 dataset describes a cluster of 3 separate species, C6H18O3 in total. The level of theory is the ωB97M-V functional and the def2-TZVPD basis.

Each line ends with the Löwdin charge.
Element x y z (Å)
C  -0.37017  -2.31718  -0.36600  -0.096
C  -1.63365  -2.81407  0.25544  -0.359
O  -1.42670  -4.17195  0.27151  -0.054
H  -0.20623  -2.62220  -1.39953  0.082
H  0.51242  -2.58177  0.21635  0.079
H  -0.43735  -1.23155  -0.43664  0.051
H  -2.46851  -2.51096  -0.37641  0.119
H  -1.92980  -2.30010  1.16990  0.096
H  -1.07686  -4.38263  1.14032  0.093
C  3.01427  0.90991  -0.27367  -0.074
C  2.65788  1.49969  -1.65709  -0.317
O  1.94849  2.70093  -1.40736  -0.087
H  2.15126  1.01832  0.38327  0.057
H  3.88753  1.38607  0.17219  0.070
H  3.20727  -0.15781  -0.37774  0.067
H  1.98447  0.82313  -2.18329  0.100
H  3.49019  1.56918  -2.35747  0.104
H  1.39400  2.80035  -2.18471  0.080
C  -1.10373  1.73735  0.28097  -0.070
C  -2.08503  1.57098  1.50257  -0.317
O  -2.58499  0.27662  1.60483  -0.083
H  -1.61683  1.47687  -0.64476  0.071
H  -0.35706  0.98897  0.54651  0.044
H  -0.59549  2.69318  0.15381  0.066
H  -2.90294  2.28810  1.57216  0.109
H  -1.45691  1.71265  2.38205  0.103
H  -1.99562  -0.36201  2.01274  0.070

Calculated values
Multiplicity: 1
Structure (SMILES): CCO.CCO.CCO
Gap between HOMO and LUMO, eV: 10.81
ΔE to the lowest compared entry with this formula, charge and spin, kJ/mol: 160.64

***

(3)
This record from the OMol25 dataset describes a structure of composition C42H49Br12F3O15. The level of theory is the ωB97M-V functional and the def2-TZVPD basis.

Each line ends with the Löwdin charge.
Element x y z (Å)
C  -2.35477  -6.35361  0.42367  -0.033
C  -1.25290  -7.37263  0.46316  -0.315
C  -1.40275  -8.54818  -0.54700  -0.071
O  -0.32352  -8.52582  -1.52150  0.085
C  0.42338  -7.45364  -1.22700  -0.542
O  1.27759  -6.93842  -1.90231  0.146
O  -0.03845  -6.86218  -0.08060  0.058
H  -2.63298  -6.02933  -0.57910  0.093
H  -2.05908  -5.42654  0.91479  0.088
H  -3.18576  -6.79621  0.97291  0.091
H  -1.19743  -7.72798  1.49211  0.147
H  -2.35813  -8.57158  -1.07122  0.131
H  -1.38164  -9.42665  0.09794  0.124
C  3.76114  4.94661  -2.66855  -0.024
C  2.59019  5.85209  -2.20052  -0.272
C  1.93059  5.42512  -0.87192  -0.161
O  1.82446  6.56472  -0.16045  0.061
C  2.54764  7.58038  -0.72076  -0.484
O  2.55452  8.71388  -0.31418  0.155
O  3.21990  7.10172  -1.83932  0.066
H  3.35102  4.02580  -3.08327  0.078
H  4.37531  4.53715  -1.86653  0.079
H  4.41733  5.44889  -3.37934  0.084
H  1.80691  5.87362  -2.95823  0.150
H  2.41600  4.65134  -0.27716  0.135
H  0.90343  5.09847  -1.03424  0.135
C  -5.31899  3.86317  -1.89263  0.013
C  -6.82414  3.70071  -2.53217  -0.263
C  -7.00921  3.73577  -4.13634  -0.049
O  -8.07055  2.75430  -4.18215  0.034
C  -8.06897  1.98388  -3.01450  -0.547
O  -8.93371  1.19186  -2.61767  0.115
O  -7.25491  2.46604  -2.18549  0.091
H  -5.33760  3.68445  -0.81754  0.071
H  -5.02921  4.91385  -1.87827  0.063
H  -4.55649  3.33174  -2.46209  0.075
H  -7.58662  4.36848  -2.13116  0.152
H  -6.13996  3.51784  -4.75683  0.124
H  -7.40145  4.72152  -4.38641  0.123
C  -1.13093  -5.54256  10.17993  -0.012
C  -1.90698  -5.76627  8.87541  -0.307
C  -3.03326  -4.81221  8.43288  -0.103
O  -2.55666  -4.20171  7.23477  0.042
C  -1.31198  -4.73494  6.89167  -0.437
O  -0.60913  -4.41889  5.92793  0.117
O  -0.88705  -5.58028  7.90925  0.049
H  -1.55811  -6.24121  10.89931  0.075
H  -1.34129  -4.55266  10.58486  0.086
H  -0.08978  -5.86519  10.17992  0.091
H  -2.39820  -6.73817  8.82838  0.144
H  -3.24849  -3.92119  9.02268  0.127
H  -4.03874  -5.23298  8.44006  0.128
C  1.41627  -1.01077  0.20176  -0.012
C  1.57789  -0.66417  -1.28892  -0.340
C  1.18515  -1.74620  -2.28567  -0.073
O  0.53150  -1.08382  -3.36964  0.108
C  0.36946  0.16965  -3.06396  -0.534
O  -0.26549  0.94535  -3.78670  0.108
O  0.88003  0.40623  -1.81257  0.075
H  1.74528  -0.23656  0.89491  0.078
H  2.05952  -1.87020  0.39078  0.087
H  0.44001  -1.25248  0.62199  0.083
H  2.60753  -0.32820  -1.41167  0.151
H  0.58011  -2.49837  -1.77943  0.133
H  2.02580  -2.35612  -2.61646  0.138
F  -1.80973  5.75021  -10.59651  0.056
C  -2.12201  6.34196  -9.41552  -0.290
C  -2.16656  5.58011  -8.28527  -0.018
C  -2.59985  6.12714  -7.06154  -0.047
C  -2.93683  7.49754  -7.10508  -0.109
C  -2.77846  8.29227  -8.19718  -0.099
C  -2.39570  7.67494  -9.34892  -0.037
H  -1.91606  4.53081  -8.23431  0.115
H  -2.83816  5.49309  -6.22036  0.099
H  -3.41630  8.06892  -6.32403  0.097
H  -3.08834  9.32664  -8.21840  0.112
H  -2.15768  8.18176  -10.27243  0.122
F  8.50613  0.46393  2.01336  0.083
C  8.19165  -0.73798  1.55910  -0.296
C  9.12497  -1.48202  0.80396  -0.022
C  8.90937  -2.83726  0.59142  -0.062
C  7.65094  -3.42572  0.95144  -0.100
C  6.72830  -2.66647  1.58167  -0.111
C  6.96586  -1.32420  1.87728  -0.014
H  10.11142  -1.08156  0.62246  0.109
H  9.76629  -3.35620  0.18797  0.098
H  7.46336  -4.48847  0.90923  0.099
H  5.89029  -3.26902  1.89960  0.105
H  6.27295  -0.55893  2.19453  0.111
F  6.55747  -0.35117  9.71625  0.043
C  5.54727  -0.04601  8.85828  -0.238
C  5.54414  1.00364  7.91992  -0.034
C  4.48493  1.28606  7.10287  -0.112
C  3.32981  0.55431  7.26823  -0.099
C  3.20342  -0.43143  8.28112  -0.065
C  4.33717  -0.75063  9.07536  -0.008
H  6.35106  1.64066  7.58902  0.110
H  4.55893  2.15479  6.46550  0.108
H  2.45517  0.75174  6.66622  0.094
H  2.34098  -1.08013  8.23907  0.096
H  4.25564  -1.60071  9.73649  0.106
C  -3.05301  3.67770  4.83144  -1.503
Br  -3.53402  5.56448  4.27060  0.478
Br  -2.98704  3.54062  6.79165  0.542
Br  -1.43359  3.13901  3.83468  0.515
H  -3.83993  3.01278  4.47547  -0.034
C  5.18646  -1.81867  -7.14249  -1.486
Br  3.92577  -0.37009  -7.74010  0.508
Br  4.25039  -3.57231  -6.92351  0.497
Br  6.13310  -1.37581  -5.46089  0.511
H  5.93953  -2.05580  -7.89399  -0.032
C  -4.14725  -1.10075  -10.01708  -1.522
Br  -3.91147  -1.36938  -12.01592  0.503
Br  -5.80989  -0.25184  -9.40998  0.542
Br  -2.57995  -0.51180  -8.95909  0.534
H  -4.31588  -2.12142  -9.67373  -0.058
C  -6.13603  -2.26086  3.03763  -1.493
Br  -4.56291  -1.24137  2.33105  0.487
Br  -7.51895  -2.39615  1.59370  0.515
Br  -6.88559  -1.40011  4.64067  0.518
H  -5.76425  -3.20760  3.42950  -0.030

Calculated values
Multiplicity: 1
Gap between HOMO and LUMO, eV: 8.67
ΔE to the lowest compared entry with this formula, charge and spin, kJ/mol: 385.08

***

(4)
This record from the OMol25 dataset describes a cluster of 3 separate species, C22H43N2O7P in total. The level of theory is the ωB97M-V functional and the def2-TZVPD basis.

Each line ends with the Löwdin charge.
Element x y z (Å)
C  1.57697  -3.79243  5.13643  0.007
C  0.58497  -4.90184  5.04960  -0.069
C  0.97041  -6.47304  4.77994  -0.251
O  0.58510  -6.99446  3.58200  -0.019
O  1.64288  -7.38716  5.71571  -0.134
C  2.79108  -6.75091  6.38951  -0.206
P  2.37547  -6.14104  8.18350  0.721
O  3.74759  -5.82571  8.91834  -0.374
O  1.55109  -7.44808  9.01622  -0.210
O  1.41228  -4.69132  8.22386  -0.226
H  1.17149  -2.73638  5.51372  0.099
H  2.72318  -3.98899  4.89692  0.086
H  -0.55112  -4.63357  5.23063  0.126
H  3.33708  -5.93182  5.74034  0.120
H  3.59757  -7.61773  6.54129  0.148
H  0.81396  -7.70972  8.35946  0.088
H  0.41879  -4.89385  8.26443  0.096
C  2.37088  0.66370  0.65603  -0.044
C  1.50719  -0.54363  1.11723  -0.470
C  0.67972  -1.08394  -0.08002  -0.134
C  -0.49472  -0.18551  -0.46301  -0.188
C  -1.36932  0.12227  0.74849  -0.133
C  -0.56946  0.68595  1.95288  -0.477
N  0.64400  -0.13348  2.27754  -0.024
O  0.20319  -1.30749  2.91598  -0.048
C  -0.15587  2.15493  1.66121  -0.044
C  -1.54312  0.82796  3.16801  -0.049
C  2.56591  -1.62670  1.50638  -0.051
H  1.89376  1.25992  -0.12264  0.062
H  2.62020  1.32160  1.49716  0.089
H  3.32748  0.34073  0.22696  0.081
H  0.28406  -2.08219  0.15899  0.124
H  1.32544  -1.21804  -0.95676  0.124
H  -0.13471  0.74334  -0.91881  0.094
H  -1.09910  -0.68380  -1.23001  0.116
H  -2.15311  0.82922  0.45015  0.124
H  -1.88830  -0.79925  1.04356  0.123
H  0.48778  2.54741  2.45709  0.090
H  -1.03504  2.80722  1.60457  0.086
H  0.35894  2.28674  0.71063  0.057
H  -2.02424  -0.11912  3.43883  0.074
H  -2.35496  1.52915  2.94262  0.082
H  -1.01674  1.20994  4.05258  0.086
H  3.18349  -1.28960  2.34825  0.087
H  3.23955  -1.83712  0.66622  0.083
H  2.11205  -2.58777  1.77492  0.070
C  0.62334  3.77588  -5.57680  -0.044
C  -0.24035  2.56855  -5.11560  -0.472
C  -1.06782  2.02824  -6.31285  -0.138
C  -2.24226  2.92667  -6.69584  -0.188
C  -3.11686  3.23445  -5.48434  -0.138
C  -2.31700  3.79813  -4.27994  -0.479
N  -1.10355  2.97869  -3.95528  -0.024
O  -1.54435  1.80469  -3.31685  -0.037
C  -1.90342  5.26711  -4.57162  -0.045
C  -3.29066  3.94014  -3.06481  -0.047
C  0.81837  1.48548  -4.72645  -0.048
H  0.14622  4.37210  -6.35547  0.063
H  0.87266  4.43377  -4.73567  0.090
H  1.57994  3.45291  -6.00586  0.082
H  -1.46348  1.02999  -6.07384  0.124
H  -0.42210  1.89414  -7.18959  0.125
H  -1.88225  3.85552  -7.15164  0.102
H  -2.84664  2.42838  -7.46284  0.115
H  -3.90065  3.94140  -5.78268  0.124
H  -3.63584  2.31293  -5.18926  0.123
H  -1.25976  5.65959  -3.77573  0.092
H  -2.78258  5.91939  -4.62826  0.086
H  -1.38860  5.39892  -5.52220  0.056
H  -3.77178  2.99306  -2.79399  0.075
H  -4.10250  4.64133  -3.29020  0.083
H  -2.76428  4.32212  -2.18024  0.087
H  1.43595  1.82258  -3.88458  0.086
H  1.49201  1.27506  -5.56660  0.083
H  0.36451  0.52441  -4.45791  0.074

Calculated values
Multiplicity: 3
Gap between HOMO and LUMO (spin up / spin down), eV: 8.95 / 9.19